81
Properties=species:S:1:pos:R:3:forces:R:3:lowdin_charge:R:1 method="wB97M-V/def2-TZVPD" e_above_lowest_kj_mol=385.94 orbital_gap_ev="6.9 / 5.8" fmax_ha_per_bohr=0.0568 multiplicity=4 total_charge=-1 energy_ev=-121352.778
C 1.7304 4.0119 -1.9457 0.1 0.1 -0.6 -0.1192
C 0.9015 3.4026 -0.8649 -1.6 0.3 1.2 -0.2082
H 2.1998 4.9733 -1.6512 -0.2 -0.5 0.2 0.0785
H 1.0722 4.2520 -2.8009 0.5 -0.2 0.2 0.0040
H 2.5050 3.3078 -2.2624 -0.1 0.2 -0.2 0.0307
C -0.0355 4.1648 -0.2461 1.1 -0.6 -0.1 -0.1369
C -0.4602 5.5234 -0.6998 -0.2 0.2 0.1 -0.1087
H -0.4745 3.8684 0.7059 -0.1 -0.4 -0.4 0.0836
H -1.0279 5.4424 -1.6353 0.1 0.1 0.0 0.0734
H 0.3710 6.2166 -0.8895 -0.1 -0.1 0.1 0.0680
H -1.1253 5.9345 0.0708 0.2 0.3 -0.3 0.0631
Co 0.6551 1.2184 -3.9601 0.2 -0.2 0.7 -0.2652
Cl 2.5337 0.6255 -2.6463 0.8 -0.4 -0.9 0.0693
Cl -0.3711 -1.0176 -2.6071 0.3 -0.5 -0.1 0.5026
H -0.8057 -4.2624 1.3179 -0.1 0.1 -0.2 0.0890
H 0.6784 -5.8890 0.2208 -0.1 0.0 -0.1 0.0802
C -0.6998 -3.6050 0.4398 -0.2 0.1 0.3 -0.0537
C 0.8437 -5.1946 -0.6062 0.5 0.4 -0.3 -0.0800
N 0.5927 -3.8391 -0.1653 -0.3 -0.2 -0.1 -0.1974
H -0.7656 -2.5701 0.7716 0.0 0.0 -0.1 0.0614
C 1.4731 -2.8277 -0.3782 0.5 1.1 0.2 -0.3559
O 1.3857 -1.6773 0.0447 0.1 -1.8 -0.5 -0.0136
H 1.8919 -5.2797 -0.9141 -0.2 0.0 0.0 0.0808
H 2.3335 -3.1887 -1.0079 -0.3 0.4 0.4 0.1305
H -1.5146 -3.8004 -0.2755 0.2 0.0 0.2 0.0956
H 0.2173 -5.4820 -1.4633 0.0 0.0 0.2 0.0826
H -2.1770 2.2073 -1.6977 -0.1 -0.3 -0.2 0.0427
H -2.5833 3.1757 0.4262 -0.3 -0.3 0.2 0.0747
C -2.7437 1.3004 -1.4573 0.2 0.2 -0.3 -0.0904
C -3.2184 2.3165 0.7020 0.1 0.0 -0.1 -0.0723
N -2.7482 1.1472 -0.0235 -0.7 -0.9 0.6 -0.2052
H -2.2544 0.4434 -1.9198 -0.2 0.3 0.1 0.0126
C -2.9254 -0.1110 0.5135 -0.2 0.1 -0.3 -0.3280
O -2.9738 -1.1613 -0.1167 0.1 0.9 0.3 -0.0033
H -3.1483 2.1519 1.7840 0.0 0.0 -0.2 0.0823
H -3.0055 -0.1004 1.6197 0.0 0.1 -0.4 0.1121
H -3.7727 1.3849 -1.8384 0.1 0.0 0.0 0.0944
H -4.2689 2.5467 0.4356 0.3 0.0 0.1 0.0892
O 0.1419 1.0094 -0.7261 -1.1 0.0 -1.0 -0.0389
C 1.0425 1.8982 -0.4023 1.5 1.6 2.0 -0.4435
C 0.0345 1.7328 1.8577 0.6 0.1 0.1 -0.0512
C 1.2297 1.8651 1.1365 -0.2 -0.2 -0.8 -0.1414
H -0.8648 1.5289 1.2816 0.2 0.2 0.3 0.0854
C 0.0525 1.8134 3.2417 0.3 0.0 0.0 -0.0913
H 1.9769 1.5370 -0.9118 -0.1 -0.1 0.2 0.0174
C 2.4661 1.9301 1.7682 -0.1 0.2 0.0 -0.0312
H -0.8939 1.8062 3.7935 0.4 -0.2 0.0 0.1028
C 1.2925 1.8945 3.8873 0.1 0.1 -0.1 -0.1228
C 2.4901 1.9395 3.1587 -0.1 -0.1 0.4 -0.1122
H 3.3923 1.9651 1.1758 -0.5 0.0 0.3 0.1231
H 1.3420 1.8920 4.9688 0.0 0.1 0.1 0.0841
H 3.4452 1.9626 3.6945 -0.3 0.0 -0.2 0.0948
Si 0.4000 -1.7360 -4.3831 -0.1 2.0 -0.9 0.1305
Cl -0.6411 2.9211 -3.9269 -0.8 0.6 -0.4 0.0087
C -1.1540 -1.8556 -5.4120 -0.3 -0.8 -0.2 -0.2331
C 1.4887 -3.2156 -4.1100 -0.3 -0.6 -0.2 -0.1923
C 1.2925 -0.4393 -5.4921 0.9 -0.5 0.4 -0.2959
H -1.5854 -2.8495 -5.2232 -0.3 0.2 -0.3 0.0210
H -0.9242 -1.7257 -6.4858 -0.2 -0.3 0.4 0.0301
H -1.8829 -1.0749 -5.1196 0.5 -0.4 0.0 0.0373
H 0.6874 0.4499 -5.8221 0.2 -0.3 0.4 0.0279
H 1.4507 -0.9777 -6.4333 0.0 0.0 -0.1 0.0356
H 2.2903 -0.1340 -5.1242 -0.4 -0.1 -0.3 -0.0120
H 0.8918 -4.0718 -3.7592 0.2 0.2 0.1 0.0251
H 2.3064 -3.0319 -3.4145 -0.1 0.2 0.1 0.0226
H 1.9462 -3.5205 -5.0557 -0.1 0.1 -0.1 0.0304
C 0.6105 -1.9083 5.6311 -0.3 0.1 -0.2 -0.0617
N 0.2654 -1.6744 4.2383 -0.5 -0.1 0.2 -0.1419
C 1.3477 -1.6225 3.2725 0.3 0.2 -0.5 -0.0232
C -0.9841 -1.2978 3.8309 0.7 0.4 -1.8 -0.4843
C -2.0725 -1.2471 4.8705 -0.1 0.1 0.0 -0.0039
O -1.1784 -0.9795 2.6419 0.0 -0.7 2.0 0.0170
H 1.5577 -2.4538 5.6537 -0.3 0.0 0.2 0.0814
H -0.1723 -2.4943 6.1225 0.3 0.0 0.0 0.0750
H 0.7336 -0.9658 6.1837 0.1 -0.1 0.0 0.0883
H 1.1687 -2.2573 2.3975 -0.1 0.1 0.3 0.0717
H 1.4867 -0.6094 2.8790 0.0 -0.2 0.1 0.0767
H 2.2614 -1.9458 3.7777 -0.1 0.1 -0.1 0.0855
H -1.8334 -0.4640 5.5997 -0.1 -0.2 0.0 0.0860
H -3.0088 -0.9983 4.3683 0.2 0.0 0.1 0.0823
H -2.1808 -2.2043 5.3909 0.0 0.2 0.0 0.0766

***

74
Properties=species:S:1:pos:R:3:forces:R:3:lowdin_charge:R:1 method="wB97M-V/def2-TZVPD" e_above_lowest_kj_mol=208.31 orbital_gap_ev="6.5 / 6.0" fmax_ha_per_bohr=0.1468 multiplicity=4 energy_ev=-91183.857
P 1.1902 -0.9912 -1.3592 -1.1 -2.7 -6.6 0.8254
P 1.3890 1.6860 -0.8871 2.4 3.6 -4.5 0.7273
C 1.7521 0.0822 -2.9387 0.4 -0.4 1.2 -0.4035
C 2.5970 1.1418 -2.3169 -1.1 0.6 0.4 -0.3580
H 0.8519 0.5115 -3.3987 0.2 0.0 0.3 0.0604
H 2.2087 -0.5513 -3.7010 0.2 -0.1 0.2 0.0751
H 3.5586 0.7668 -1.9279 -0.5 0.1 0.3 0.0917
H 2.8276 1.9942 -2.9396 0.0 0.3 -0.4 0.0658
C -0.1880 2.3469 -1.6272 0.1 0.1 -0.1 -0.2065
H -0.5458 3.0681 -0.8745 0.0 -0.2 -0.2 0.0459
H -1.0110 1.6338 -1.8263 0.7 0.2 0.2 0.0164
H 0.0166 2.9072 -2.5535 0.0 -0.2 0.3 0.0564
C 2.3100 3.2163 -0.6455 -0.1 1.2 0.3 -0.2810
H 2.4185 3.8442 -1.5596 -0.5 -0.4 0.5 0.0613
H 3.3331 2.9345 -0.3750 -0.3 0.2 0.2 0.0352
H 1.8132 3.7691 0.1655 0.6 0.2 -0.1 0.0512
C 0.1505 -1.7945 -2.8354 -0.7 -0.7 0.0 -0.2558
H -0.5616 -2.6058 -2.6309 0.4 0.3 0.4 0.0039
H 0.9111 -2.2118 -3.5252 -0.3 0.2 0.5 0.0373
H -0.4026 -1.0463 -3.4156 0.0 -0.1 0.4 0.0194
C 2.3244 -2.4261 -1.4659 0.5 -0.5 0.3 -0.2758
H 2.9080 -2.6316 -0.5598 -0.1 0.2 -0.5 0.0178
H 2.9884 -2.2970 -2.3314 -0.2 -0.2 0.2 0.0513
H 1.6490 -3.2783 -1.6310 0.5 0.1 0.0 0.0450
Co 1.3047 0.1355 0.3366 -2.1 -1.0 7.2 0.0706
C -3.0500 -0.4532 -2.2783 -0.3 -0.2 -0.8 -0.1063
C -3.4210 -0.6411 -3.5700 0.5 -0.3 1.4 -0.1054
C -3.7895 -1.9670 -4.1288 -1.6 -0.7 0.3 -0.1901
C -4.0644 -3.0887 -3.0797 -0.4 -0.1 -0.8 -0.2019
C -2.8605 -3.6428 -2.3623 0.4 0.0 0.4 -0.1151
C -2.4404 -3.3059 -1.1311 0.3 -0.6 -0.7 -0.1287
C -2.8290 -2.1058 -0.3550 -1.0 0.5 0.7 -0.2034
C -3.6856 -1.0740 -1.0768 -0.3 -0.1 -0.2 -0.2049
C 1.8523 -1.6009 1.3316 0.4 -0.1 -0.1 -0.2092
H -2.1767 0.1257 -2.0308 -0.4 1.3 -0.1 0.0634
H -3.4412 0.1764 -4.2594 1.3 0.3 -0.7 0.0899
H -2.9628 -2.3464 -4.7679 -0.3 0.5 0.2 0.1233
H -4.6860 -1.8665 -4.7766 0.4 -0.2 0.1 0.1101
H -4.8626 -2.8166 -2.3796 0.4 -0.1 -0.4 0.0973
H -4.5083 -3.9006 -3.6704 0.2 -0.1 0.2 0.1071
H -2.2663 -4.3692 -2.9449 -0.5 0.0 0.5 0.1115
H -1.6540 -3.8947 -0.6374 -0.1 0.2 -0.5 0.1098
H -1.9197 -1.6082 0.0025 0.1 -0.1 0.0 0.0892
H -3.4054 -2.3536 0.5382 0.2 -0.3 0.3 0.1149
H -4.6645 -1.4557 -1.3858 0.4 0.1 0.5 0.0968
H -3.9415 -0.2420 -0.3864 0.4 -0.3 -0.2 0.1176
H 2.9292 -1.5444 1.1117 -0.1 -0.3 0.5 -0.0110
H 1.4382 -2.5458 0.9480 0.2 0.3 0.3 -0.0172
H 1.6502 -1.4973 2.4051 0.1 0.1 -0.3 -0.0109
C -2.1381 0.7411 2.1262 -0.3 0.0 -0.2 -0.1780
Si -0.6893 1.3408 3.1102 2.0 0.3 -0.3 0.4563
C -0.7601 3.1552 3.5591 -0.4 0.3 -0.2 -0.1812
C -0.7950 0.5443 4.8209 -0.2 -0.6 0.2 -0.1958
N 0.8597 1.1518 2.1273 -1.7 -0.5 -0.1 -0.0954
C 2.0224 1.5243 2.7493 0.8 -0.2 0.1 -0.3964
C 3.1899 1.7036 1.9885 0.1 -0.4 -1.2 -0.1015
C 4.4264 1.9745 2.5449 0.1 -0.4 0.5 -0.0918
C 4.6040 1.7157 3.9049 -0.3 -0.2 0.2 -0.0984
C 3.4760 1.3331 4.6625 0.4 0.5 0.3 -0.0875
C 2.1990 1.5008 4.1573 -0.3 -0.9 -0.3 -0.0510
H -3.0354 0.8865 2.7491 0.2 -0.1 -0.3 0.0415
H -2.0699 -0.3279 1.8786 0.0 0.3 0.1 0.0221
H -2.2668 1.3161 1.2010 0.0 -0.1 0.1 0.0278
H -1.7565 3.3223 3.9920 0.2 0.2 0.0 0.0336
H -0.0102 3.4570 4.3065 -0.2 -0.3 -0.3 0.0367
H -0.6438 3.8029 2.6829 -0.1 0.0 0.1 0.0253
H -0.1562 -0.3357 4.9626 -0.2 0.1 -0.1 0.0352
H -0.5875 1.2403 5.6486 0.0 -0.1 -0.4 0.0371
H -1.8373 0.2228 4.9581 0.2 -0.1 0.0 0.0294
H 3.1851 1.4059 0.9078 -0.2 0.8 1.1 0.0632
H 5.2554 2.2608 1.8962 -0.1 -0.3 0.2 0.1042
H 5.5972 1.7191 4.3545 -0.3 0.0 -0.1 0.0959
H 3.5794 0.8494 5.6414 0.1 0.8 -0.1 0.1069
H 1.3175 1.3100 4.7772 0.7 0.0 -0.2 0.0582